Entry i
Below is the ion C5H12N3O with charge +1, with properties calculated with ωB97M-V/def2-TZVPD.

Results
SMILES = CC1(C)C=N[C@@H](ON)[NH2+]1
HOMO-LUMO gap = 11.1 eV

Geometry as ORCA input:
```
! wB97M-V def2-TZVPD RIJCOSX def2/J DEFGRID3
* xyz 1 1
O 2.573 -0.053 -0.703
N 2.246 -1.150 0.108
N 0.294 0.607 -0.996
N 1.628 1.265 0.840
C 1.707 0.984 -0.539
C -1.579 1.187 0.189
C -0.427 0.217 0.253
C 0.530 0.802 1.240
C -0.756 -1.264 0.518
H -0.106 1.357 -1.377
H 0.140 -0.209 -1.620
H -1.979 1.156 -0.841
H -1.792 -1.461 0.366
H -0.264 -1.841 -0.132
H 3.035 -1.264 0.860
H 2.206 -2.018 -0.482
H -0.481 -1.587 1.500
H 2.180 1.725 -1.146
H -1.343 2.219 0.406
H 0.418 0.793 2.331
H -2.510 0.883 0.785
*
```

Here are the Löwdin charges for atoms 1 to 6, given in e: atom 1 (O): -0.0957, atom 2 (N): 0.0415, atom 3 (N): 0.2160, atom 4 (N): 0.1725, atom 5 (C): -0.3298, atom 6 (C): -0.0148

Entry ii
Below is a cluster of 2 separate species, C5H12N3O in total, with properties calculated with ωB97M-V/def2-TZVPD.

Results
HOMO-LUMO gap = 7.5 eV

Geometry as ORCA input:
```
! wB97M-V def2-TZVPD RIJCOSX def2/J DEFGRID3
* xyz 1 1
O -4.054 1.096 0.550
N -2.613 -0.899 0.872
N 2.711 0.484 -1.796
N -1.996 0.836 -0.281
C -0.464 -1.980 1.431
C -0.846 -0.038 -0.357
C -1.254 -1.050 0.466
C 3.614 1.668 -2.005
C -2.970 0.285 0.456
H 0.464 -2.240 0.883
H 3.210 -0.120 -1.101
H 4.622 1.289 -2.239
H -1.103 -2.906 1.809
H -0.112 -1.358 2.230
H 3.295 2.253 -2.820
H -2.032 1.800 -0.661
H -3.081 -1.633 1.497
H 3.776 2.301 -1.102
H 2.626 0.089 -2.726
H 1.778 0.635 -1.373
H -4.876 0.764 0.944
*
```

Here are the Löwdin charges for atoms 1 to 6, given in e: atom 1 (O): 0.1236, atom 2 (N): 0.1520, atom 3 (N): 0.1493, atom 4 (N): 0.0632, atom 5 (C): -0.0664, atom 6 (C): -0.0868

Relative energies in hartree: entry i 0.0250; entry ii 0.0000

Entry i
Below is an isolated molecule of C19H30N2O4, with properties calculated with ωB97M-V/def2-TZVPD.

Results
SMILES = CCCCC(O)(CCCC)C(=O)NN(C(=O)OC)c1ccc(C)cc1
HOMO-LUMO gap = 8.9 eV

Geometry as ORCA input:
```
! wB97M-V def2-TZVPD RIJCOSX def2/J DEFGRID3
* xyz 0 1
O -1.208 -1.318 2.013
O -0.522 -0.043 -1.178
O 2.222 2.794 -0.663
O 0.176 2.540 0.248
N 0.498 0.148 0.830
N 1.610 0.831 0.359
C -0.162 3.833 -0.227
C -2.663 0.390 1.113
C -4.615 -3.247 -1.745
C -4.173 -3.639 -0.341
C 5.166 -0.057 -0.162
C 2.789 0.083 0.131
C 6.346 -2.252 -0.469
C 5.106 -1.443 -0.242
C -4.600 3.054 -0.930
C -0.526 -0.206 0.019
C 3.864 -2.051 -0.127
C -4.053 2.324 0.289
C -3.256 1.083 -0.110
C 1.413 2.116 -0.089
C 4.029 0.705 0.030
C -1.717 -0.789 0.794
C -3.668 -2.450 0.479
C 2.716 -1.304 0.059
C -2.357 -1.888 -0.067
H 4.101 1.777 0.085
H 3.788 -3.127 -0.185
H -0.166 3.845 -1.319
H -1.628 -2.700 -0.146
H -1.938 -1.741 2.479
H -5.268 2.407 -1.494
H 0.428 -0.030 1.824
H -3.912 0.398 -0.649
H -4.880 2.032 0.941
H 0.557 4.573 0.131
H -3.386 -4.394 -0.405
H 7.195 -1.812 0.049
H 6.212 -3.275 -0.125
H 1.762 -1.801 0.139
H -3.466 0.025 1.759
H -5.030 -4.110 -2.262
H -2.084 1.118 1.688
H -3.409 2.999 0.858
H -5.154 3.942 -0.631
H -3.779 -2.873 -2.329
H -5.020 -4.088 0.184
H 6.582 -2.281 -1.534
H -2.502 -1.477 -1.064
H 6.122 0.439 -0.245
H -2.452 1.373 -0.787
H -4.437 -1.676 0.483
H -3.788 3.359 -1.586
H -5.380 -2.475 -1.703
H -3.524 -2.786 1.511
H -1.156 4.044 0.159
*
```

Here are the Löwdin charges for atoms 1 to 6, given in e: atom 1 (O): -0.0005, atom 2 (O): 0.1136, atom 3 (O): 0.1205, atom 4 (O): -0.0384, atom 5 (N): 0.1181, atom 6 (N): 0.0478

Entry ii
Below is an isolated molecule of C19H30N2O4, with properties calculated with ωB97M-V/def2-TZVPD.

Results
SMILES = COCC(=O)N1CCC[C@H](N(C)CCc2ccc(OC)c(OC)c2)C1
HOMO-LUMO gap = 8.5 eV

Geometry as ORCA input:
```
! wB97M-V def2-TZVPD RIJCOSX def2/J DEFGRID3
* xyz 0 1
O -0.848 2.664 4.727
O 0.029 -0.906 -4.092
O 3.464 -1.154 -4.317
O 0.558 3.118 2.601
N 1.300 -1.505 -2.333
N -1.386 -1.300 0.291
C 2.250 -0.444 -0.354
C -0.185 -1.009 -0.465
C -1.369 2.181 3.562
C -2.698 0.734 -0.269
C 1.115 -0.931 -3.538
C -2.562 1.491 3.442
C 1.036 -0.891 0.457
C 2.341 -0.309 -4.221
C -1.570 2.455 5.913
C 1.367 3.395 1.488
C 2.490 -1.412 -1.516
C 0.148 -1.997 -1.604
C -2.997 1.037 2.205
C -2.613 -0.801 -0.306
C -0.603 2.427 2.403
C 3.255 -2.256 -5.169
C -2.251 1.265 1.065
C -1.519 -2.667 0.741
C -1.055 1.969 1.179
H 3.016 -1.925 -6.186
H -3.736 1.016 -0.457
H 1.723 2.476 1.008
H -2.750 -1.147 -1.345
H -3.169 1.296 4.312
H 2.011 0.013 -5.219
H -0.480 2.161 0.287
H -0.580 -3.004 1.173
H -0.685 -2.075 -2.304
H 2.440 -2.893 -4.807
H 2.220 3.950 1.875
H 0.385 -2.987 -1.202
H -3.932 0.503 2.141
H 0.810 -0.180 1.252
H 3.138 -0.407 0.277
H -0.336 -0.033 -0.933
H 2.076 0.558 -0.757
H -0.978 2.916 6.703
H -1.692 1.388 6.130
H 0.843 4.011 0.749
H 4.185 -2.820 -5.176
H -2.556 2.931 5.877
H 2.667 0.571 -3.658
H 1.252 -1.855 0.921
H -3.435 -1.205 0.289
H -2.092 1.167 -1.065
H 3.339 -1.100 -2.120
H -2.278 -2.702 1.523
H 2.702 -2.411 -1.117
H -1.813 -3.365 -0.057
*
```

Here are the Löwdin charges for atoms 1 to 6, given in e: atom 1 (O): -0.0694, atom 2 (O): 0.0534, atom 3 (O): -0.2015, atom 4 (O): -0.0632, atom 5 (N): -0.0410, atom 6 (N): -0.1821

Relative energies in hartree: entry i 0.0000; entry ii 0.0658

Entry i
Below is the ion C5H12NS2 with charge -1, with properties calculated with ωB97M-V/def2-TZVPD.

Results
SMILES = [S-]CCNCCCS
HOMO-LUMO gap = 5.2 eV

Geometry as ORCA input:
```
! wB97M-V def2-TZVPD RIJCOSX def2/J DEFGRID3
* xyz -1 1
S 1.289 3.414 -1.917
S -0.856 -3.949 -0.094
N 0.868 0.470 0.052
C -0.890 -1.172 0.664
C 0.681 1.951 0.244
C 1.904 2.728 -0.309
C -0.328 -0.228 -0.437
C -1.713 -2.292 0.058
H -0.196 2.290 -0.301
H 0.034 -1.394 1.199
H 1.483 0.462 -0.751
H -0.503 -4.104 1.173
H -1.136 0.445 -0.748
H -1.519 -0.626 1.373
H 2.219 3.429 0.462
H -0.031 -0.830 -1.300
H -2.090 -2.104 -0.940
H 2.768 2.077 -0.472
H 0.528 2.054 1.328
H -2.510 -2.620 0.715
*
```

Here are the Löwdin charges for atoms 1 to 6, given in e: atom 1 (S): 0.0574, atom 2 (S): 0.6267, atom 3 (N): -0.0854, atom 4 (C): -0.2693, atom 5 (C): -0.3713, atom 6 (C): -0.7316

Entry ii
Below is the ion C5H12NS2 with charge -1, with properties calculated with ωB97M-V/def2-TZVPD.

Results
SMILES = [S-]CCCNCCS
HOMO-LUMO gap = 5.3 eV

Geometry as ORCA input:
```
! wB97M-V def2-TZVPD RIJCOSX def2/J DEFGRID3
* xyz -1 1
S 2.579 -0.562 0.490
S -2.223 -3.280 1.028
N -0.146 1.202 -0.073
C -1.290 0.342 -0.543
C 0.981 1.283 -0.961
C 2.370 1.013 -0.400
C -1.800 -0.547 0.602
C -1.088 -1.907 0.774
H 3.085 1.219 -1.192
H 2.686 1.737 0.363
H -0.421 -1.887 1.640
H -1.819 0.045 1.507
H -0.984 -0.244 -1.406
H 0.996 0.656 -1.873
H 0.121 0.773 0.804
H -0.580 -2.040 -0.188
H -2.845 -0.694 0.330
H 1.531 -0.427 1.308
H -2.086 1.067 -0.722
H 0.933 2.252 -1.488
*
```

Here are the Löwdin charges for atoms 1 to 6, given in e: atom 1 (S): 0.6950, atom 2 (S): 0.0717, atom 3 (N): -0.0734, atom 4 (C): -0.2237, atom 5 (C): -0.3524, atom 6 (C): -0.5693

Relative energies in hartree: entry i 0.0000; entry ii 0.0053

Entry i
Below is a structure of composition C9H12N2S, with properties calculated with ωB97M-V/def2-TZVPD.

Results
HOMO-LUMO gap (spin up / spin down) = 8.0 / 8.0 eV

Geometry as ORCA input:
```
! wB97M-V def2-TZVPD RIJCOSX def2/J DEFGRID3
* xyz 0 1
S -2.500 -1.527 0.097
N -5.822 0.641 0.077
N -4.648 0.384 -0.233
C -1.027 -0.390 0.060
C 1.034 0.253 1.246
C -0.269 -0.635 1.314
C -0.192 -0.766 -1.188
C -1.615 0.973 -0.095
C -2.943 1.070 0.022
C -3.588 -0.185 0.114
C 1.168 0.011 -1.178
C 1.961 -0.166 0.100
H 2.262 -1.258 0.066
H 0.803 1.062 -1.264
H -0.858 -0.641 2.167
H 1.694 -0.268 -2.003
H -0.839 1.674 0.089
H -0.732 -0.335 -2.105
H -0.007 -1.761 -1.377
H 2.891 0.362 0.246
H 1.664 -0.041 2.069
H 1.034 1.301 1.166
H -6.426 0.727 -0.717
H 0.150 -1.584 1.190
*
```

Here are the Löwdin charges for atoms 1 to 6, given in e: atom 1 (S): 1.0597, atom 2 (N): 0.1137, atom 3 (N): -0.0809, atom 4 (C): -0.6821, atom 5 (C): -0.1602, atom 6 (C): -0.1606

Entry ii
Below is an isolated molecule of C9H12N2S, with properties calculated with ωB97M-V/def2-TZVPD.

Results
HOMO-LUMO gap (spin up / spin down) = 4.9 / 3.2 eV

Geometry as ORCA input:
```
! wB97M-V def2-TZVPD RIJCOSX def2/J DEFGRID3
* xyz 0 1
S 3.382 -0.371 0.667
N -0.077 -0.778 -0.537
N -0.449 -1.770 0.121
C 0.926 0.753 1.498
C -0.851 1.206 -1.691
C -2.026 0.561 0.265
C 2.719 -1.532 -0.620
C -2.431 -0.594 0.881
C -1.551 -1.707 0.868
C 2.037 0.072 1.490
C 0.396 1.559 0.389
C -0.662 0.571 -0.398
H 2.747 -2.518 -0.287
H -2.596 1.462 0.297
H -0.003 1.449 -2.249
H -3.366 -0.844 1.302
H -1.223 2.183 -1.571
H -1.908 -2.728 1.317
H -1.606 0.698 -2.218
H 1.086 1.974 -0.448
H 3.546 -1.641 -1.366
H 0.313 0.710 2.348
H -0.225 2.420 0.844
H 1.820 -1.134 -0.900
*
```

Here are the Löwdin charges for atoms 1 to 6, given in e: atom 1 (S): 0.9839, atom 2 (N): -0.0326, atom 3 (N): -0.0406, atom 4 (C): -0.1757, atom 5 (C): -0.0780, atom 6 (C): -0.0544

Relative energies in hartree: entry i 0.0000; entry ii 0.0157